Entry 1:
A structure of composition C19H42NOP3SW in a non-equilibrium geometry. Source: the Open Molecules 2025 dataset; level of theory: ωB97M-V/def2-TZVPD.

Geometry (Å):
W: -0.40323 0.39825 -0.30626
P: 0.59573 1.26109 1.77289
P: 1.88564 -0.88421 -0.20784
P: -2.42544 0.99188 0.54423
H: -2.80935 -2.25447 -2.70232
C: -3.04282 -1.19012 -2.55080
C: -2.20208 -0.19261 -2.93613
H: -1.29327 -0.41328 -3.51562
C: 0.29426 0.30741 3.33386
C: 2.38731 1.64755 2.03293
C: 0.03353 2.93229 2.36324
C: 2.12107 -2.23280 -1.45549
C: 3.52621 -0.08272 -0.34756
C: 2.09472 -1.89062 1.35027
C: -4.00092 0.57455 -0.22424
C: -2.29216 2.76601 0.03069
C: -2.90303 0.94158 2.29766
H: -4.09287 -1.02442 -2.26809
H: -2.47682 0.86372 -2.87337
H: 0.42169 0.98755 4.18633
H: 1.02839 -0.50032 3.40594
H: -0.71425 -0.12046 3.35283
H: 2.45084 2.35845 2.86712
H: 2.83657 2.12300 1.14984
H: 2.97007 0.76340 2.31059
H: 0.65160 3.20717 3.23370
H: -1.01512 2.93734 2.67540
H: 0.19578 3.67464 1.57240
H: 3.19519 -2.37811 -1.59913
H: 1.67277 -1.99227 -2.42229
H: 1.69220 -3.15765 -1.06818
H: 4.00548 -0.03230 0.64029
H: 3.46725 0.92715 -0.77506
H: 4.13760 -0.71667 -0.99685
H: 2.70316 -2.74426 1.04102
H: 1.13669 -2.25082 1.72955
H: 2.63584 -1.34572 2.12724
H: -4.80895 1.14259 0.25658
H: -4.20286 -0.49250 -0.12365
H: -3.98975 0.80481 -1.29176
H: -3.30034 3.08915 -0.25877
H: -1.62954 2.90527 -0.83622
H: -1.95356 3.40588 0.84541
H: -3.93570 1.29645 2.40402
H: -2.27348 1.53806 2.96056
H: -2.88474 -0.09346 2.65350
C: -1.20149 -3.35670 -1.10694
C: -1.83814 -3.97031 -0.01687
C: -1.89941 -5.36721 0.00246
C: -1.31598 -6.10150 -1.04696
C: -0.70096 -5.47587 -2.14360
C: -0.63514 -4.08631 -2.17477
S: -0.87809 -1.65807 -1.11392
H: -0.91591 -0.89672 0.64072
H: -2.18261 -3.34642 0.80955
H: -2.36988 -5.87183 0.84941
H: -1.34129 -7.18824 -1.00965
H: -0.21691 -6.04920 -2.93771
H: -0.09176 -3.55428 -2.96160
C: 2.20085 4.67613 -0.57822
C: 3.36769 3.92368 -1.16443
N: 3.51960 4.18619 -2.51365
O: 4.10487 3.14810 -0.57676
H: 2.28880 5.75263 -0.78385
H: 2.16596 4.49305 0.49457
H: 1.25813 4.32323 -1.02534
H: 4.26619 3.73298 -3.00409
H: 2.92615 4.83120 -3.01680

Cartesian forces, eV/Å:
W 2.187 -2.170 -1.164
P 1.011 1.463 3.500
P 2.013 -1.482 0.733
P -3.609 2.076 2.197
H -0.066 0.678 -0.206
C -0.951 -0.632 -0.971
C 0.240 -0.195 -0.772
H -0.422 0.062 0.233
C -0.349 -0.547 -0.595
C 0.435 -0.244 -0.805
C -0.514 0.187 -0.570
C -0.502 0.196 -0.174
C 0.039 0.823 -0.076
C -0.393 0.298 -0.487
C -0.238 -0.672 -0.669
C 0.211 -0.056 0.207
C 0.025 -0.102 0.349
H 0.681 0.090 0.094
H -0.012 -0.214 0.104
H 0.022 -0.073 -0.306
H -0.211 0.151 0.081
H 0.320 0.063 0.144
H -0.204 -0.272 -0.212
H 0.072 -0.008 0.166
H -0.215 0.171 -0.128
H -0.238 -0.277 -0.391
H 0.318 0.138 -0.111
H -0.053 -0.007 0.250
H -0.201 -0.002 0.115
H 0.161 -0.011 0.033
H -0.005 0.021 -0.077
H -0.225 0.071 -0.375
H 0.271 -0.134 0.147
H -0.149 0.203 0.084
H 0.010 0.049 0.122
H 0.104 -0.065 0.052
H -0.160 -0.049 -0.171
H 0.315 -0.065 -0.004
H -0.154 0.018 0.188
H -0.098 0.193 0.272
H 0.200 -0.107 -0.164
H -0.013 0.210 -0.091
H 0.068 -0.117 -0.155
H 0.207 0.024 -0.162
H -0.093 -0.170 -0.202
H -0.025 0.048 -0.075
C 0.604 1.112 0.638
C -0.224 -1.054 0.708
C -0.104 1.124 0.324
C -0.201 -0.142 -0.076
C 0.294 0.961 -0.151
C 0.508 -0.709 -0.653
S -0.431 -1.194 -2.093
H 0.586 0.902 1.422
H -0.159 -0.413 -0.173
H 0.166 0.090 -0.311
H -0.004 0.102 0.029
H -0.283 0.085 0.257
H -0.319 -0.339 0.136
C -0.187 -0.043 0.440
C 0.257 0.596 -2.327
N -0.413 -0.439 1.279
O -0.672 -0.249 0.396
H -0.064 -0.330 0.181
H 0.060 0.248 0.047
H 0.195 0.116 -0.046
H 0.312 0.039 -0.168
H 0.269 -0.028 0.185

2S+1 ... 3
Kohn-Sham gap (spin up / spin down) ... 3.2 / 3.0 eV
HOMO energy (spin up / spin down) ... -0.700 / -0.700 Ha
Energy above the lowest of the compared OMol25 structures with the same formula, charge and spin ... 69.4 kcal/mol
LUMO energy (spin up / spin down) ... -15.849 / -16.099 eV
<S²> ... 2.097
Net charge ... +4

Entry 2:
A structure of composition C19H43AuP3S2 in a non-equilibrium geometry. Source: the Open Molecules 2025 dataset; level of theory: ωB97M-V/def2-TZVPD.

Geometry (Å):
Au: -0.22908 -1.12516 1.28098
P: -1.89495 -0.10527 2.64963
P: 1.73711 -0.94624 2.59616
P: -0.33997 -3.05838 0.03290
H: -0.44982 2.43015 -7.38797
C: -1.20870 1.64282 -7.42805
C: -2.46659 1.90138 -7.05350
H: -2.75265 2.90126 -6.72281
C: -1.91616 1.72443 2.92406
C: -1.75768 -0.83663 4.32755
C: -3.56796 -0.53901 2.05375
C: 3.24938 -0.99308 1.60312
C: 1.87862 0.42752 3.75017
C: 1.60186 -2.48763 3.56336
C: -1.35052 -2.94105 -1.46985
C: -1.11554 -4.20683 1.18294
C: 1.29685 -3.65935 -0.39056
H: -0.88899 0.69412 -7.86993
H: -3.27317 1.17641 -7.14288
H: -1.90451 2.23791 1.94478
H: -0.98979 2.03536 3.44528
H: -2.79062 2.08354 3.51473
H: -0.82191 -0.51492 4.80799
H: -1.70849 -1.92592 4.20537
H: -2.60090 -0.59871 4.99678
H: -3.75584 0.03491 1.13047
H: -4.38181 -0.34100 2.77079
H: -3.55882 -1.61351 1.81444
H: 4.10800 -1.25522 2.24584
H: 3.40535 -0.00798 1.14729
H: 3.15773 -1.72245 0.78745
H: 2.66588 0.21804 4.48472
H: 0.93710 0.60494 4.27676
H: 2.13183 1.35001 3.21285
H: 2.43216 -2.57128 4.28064
H: 1.59860 -3.35252 2.88501
H: 0.63986 -2.50013 4.09316
H: -1.52024 -3.92254 -1.94479
H: -0.84304 -2.28117 -2.20094
H: -2.33755 -2.51666 -1.20353
H: -1.09885 -5.24086 0.85676
H: -2.15877 -3.91727 1.33935
H: -0.62853 -4.14572 2.15968
H: 1.26283 -4.63226 -0.89895
H: 1.91469 -3.75068 0.50709
H: 1.79114 -2.92755 -1.04234
C: -0.36782 0.93570 -2.36758
C: 0.74048 0.17249 -2.80364
C: 1.16022 0.31484 -4.13086
C: 0.48197 1.22681 -4.95777
C: -0.64896 1.92752 -4.51495
C: -1.20121 1.63596 -3.28561
S: -0.71725 1.35665 -0.70435
H: 0.50885 1.98033 -0.43075
H: 1.30643 -0.49917 -2.14217
H: 2.02067 -0.26230 -4.47538
H: 0.80979 1.38564 -5.98347
H: -1.13207 2.65687 -5.17577
H: -2.12939 2.10335 -2.94100
C: 2.58028 2.90173 0.25704
S: 1.26741 2.95027 1.46724
C: 1.34360 4.69032 1.92964
H: 2.52517 1.94995 -0.28608
H: 3.53723 2.97404 0.78705
H: 2.41518 3.73954 -0.43799
H: 2.21207 4.83555 2.59431
H: 1.37523 5.28787 1.00587
H: 0.41457 4.91021 2.48048

Cartesian forces, eV/Å:
Au -0.722 1.030 0.057
P -0.562 1.377 1.692
P 0.055 -0.380 0.515
P 0.330 -0.303 -0.406
H -0.264 -0.181 -0.121
C 0.245 -0.032 -0.334
C -0.196 0.065 -0.243
H 0.043 -0.231 -0.038
C 0.193 0.152 -0.126
C 0.089 -0.186 -0.089
C 0.207 -0.204 -0.524
C 0.032 -0.035 -0.179
C 0.146 0.245 0.126
C -0.013 -0.006 -0.140
C -0.201 -0.028 -0.312
C -0.285 -0.128 0.296
C 0.324 -0.484 -0.477
H -0.258 0.265 0.194
H 0.230 0.050 0.043
H -0.136 -0.223 0.422
H -0.442 -0.267 -0.188
H 0.519 -0.507 -0.419
H -0.342 -0.034 -0.139
H -0.099 0.140 0.129
H 0.250 0.052 -0.407
H -0.016 -0.280 0.305
H 0.524 0.055 -0.074
H -0.190 0.319 0.018
H -0.284 0.135 -0.236
H 0.051 -0.146 0.202
H 0.064 0.091 0.334
H -0.105 -0.097 -0.086
H 0.152 -0.120 -0.045
H -0.071 -0.314 0.080
H -0.243 -0.006 -0.195
H 0.194 0.234 0.192
H 0.336 0.110 0.015
H 0.152 0.294 0.241
H -0.311 -0.297 0.393
H 0.498 -0.141 -0.172
H 0.047 -0.181 -0.202
H 0.054 -0.011 -0.114
H 0.078 -0.034 -0.140
H 0.075 0.208 0.097
H -0.177 -0.092 -0.036
H -0.156 -0.200 0.028
C -0.900 0.515 -0.085
C 1.006 0.034 -1.217
C -0.144 -0.478 1.361
C 0.572 -0.103 -0.583
C -1.244 0.083 0.199
C 0.476 0.295 -0.094
S 0.915 -0.037 0.043
H -1.050 -0.693 -0.024
H -0.408 0.515 -0.104
H -0.337 0.273 -0.087
H 0.133 -0.045 0.333
H 0.333 -0.342 0.467
H 0.495 -0.058 -0.110
C 0.318 0.223 -0.051
S -0.506 0.012 0.216
C -0.150 0.064 0.273
H 0.170 0.154 0.044
H -0.057 0.082 -0.500
H 0.403 -0.352 0.135
H -0.388 0.229 -0.472
H 0.115 -0.052 0.527
H 0.435 0.009 -0.213

2S+1 ... 3
Kohn-Sham gap (spin up / spin down) ... 8.2 / 4.0 eV
HOMO energy (spin up / spin down) ... -0.605 / -0.598 Ha
Energy above the lowest of the compared OMol25 structures with the same formula, charge and spin ... 0.0 kcal/mol
LUMO energy (spin up / spin down) ... -8.265 / -12.271 eV
<S²> ... 2.021
Net charge ... +3

Entry 3:
A structure of composition C19H43BiN2OP3Se in a non-equilibrium geometry. Source: the Open Molecules 2025 dataset; level of theory: ωB97M-V/def2-TZVPD.

Geometry (Å):
Bi: -0.13523 -0.91214 -0.02334
P: 0.33547 1.81176 1.91025
P: -2.61229 0.48605 0.14083
P: 2.69725 -0.13561 0.10031
H: -1.27248 -3.36882 -5.40288
C: -0.72153 -3.97197 -4.67168
C: -0.46377 -3.78800 -3.35611
H: -0.83723 -3.06086 -2.61093
C: 0.39896 3.52523 1.26560
C: -0.93317 2.09610 3.18971
C: 1.77521 1.96853 3.02025
C: -3.75293 -0.16495 -1.12332
C: -3.55303 0.22140 1.68740
C: -2.88646 2.29041 -0.06757
C: 3.55329 -1.09217 -1.21086
C: 3.73148 -0.60164 1.54939
C: 3.40390 1.52828 -0.25354
H: -0.37087 -4.91393 -5.13847
H: 0.24343 -4.50932 -2.92437
H: 0.59644 4.16296 2.13595
H: -0.55061 3.81567 0.80598
H: 1.21356 3.62454 0.54120
H: -0.52431 2.88455 3.83275
H: -1.07314 1.18477 3.78322
H: -1.88894 2.43238 2.77550
H: 1.66574 2.96777 3.46048
H: 2.73457 1.90800 2.49714
H: 1.72086 1.21421 3.81453
H: -4.69532 0.40357 -1.07609
H: -3.95904 -1.23039 -0.94826
H: -3.29820 -0.03353 -2.11455
H: -4.51912 0.72510 1.53972
H: -3.04356 0.65546 2.55988
H: -3.70732 -0.85443 1.84652
H: -3.97528 2.40697 -0.14186
H: -2.39452 2.64012 -0.98348
H: -2.53092 2.85753 0.80047
H: 4.62264 -0.82348 -1.20211
H: 3.11593 -0.83266 -2.18402
H: 3.45266 -2.17423 -1.03851
H: 4.75098 -0.75450 1.16528
H: 3.36610 -1.54028 1.99345
H: 3.74542 0.18256 2.32146
H: 4.39903 1.34526 -0.67682
H: 3.50082 2.14349 0.64910
H: 2.78920 2.05981 -0.99612
C: 0.30122 1.04999 -3.52233
C: -0.38281 -0.12421 -3.89789
C: -0.15574 -0.62753 -5.16398
C: 0.64584 0.05746 -6.08402
C: 1.22011 1.28998 -5.75971
C: 1.00936 1.80899 -4.48965
Se: 0.36486 1.70227 -1.78287
H: 0.27019 -1.27678 -1.74570
H: -1.04093 -0.66808 -3.20644
H: -0.61157 -1.57532 -5.42865
H: 0.82879 -0.33777 -7.07565
H: 1.82221 1.81467 -6.50442
H: 1.40431 2.78472 -4.20312
C: -2.45708 -2.86047 4.48905
N: -1.11589 -2.35149 4.70681
C: -0.24164 -1.95030 3.74410
N: 0.90562 -1.40190 4.27548
O: -0.49382 -2.00521 2.51840
H: -2.90582 -2.46969 3.57018
H: -3.08105 -2.53438 5.33320
H: -2.45057 -3.95894 4.44762
H: -0.72393 -2.45102 5.63868
H: 1.64171 -1.11144 3.65173
H: 1.13296 -1.58307 5.24767

Cartesian forces, eV/Å:
Bi 0.939 1.402 1.345
P -0.320 0.453 0.158
P -1.923 0.731 0.040
P 1.757 -0.227 -0.314
H -0.237 -0.086 0.842
C 0.175 -0.501 0.636
C 0.325 -0.632 -0.856
H 0.019 -0.033 -1.043
C 0.008 -0.118 -0.299
C -0.073 -0.221 0.241
C 0.229 -0.262 0.164
C 0.380 -0.412 -0.254
C 0.592 -0.555 0.277
C 0.864 -0.037 -0.126
C -0.501 -0.272 -0.150
C -0.598 -0.264 0.459
C -0.711 0.355 -0.107
H 0.155 0.786 0.381
H -0.566 0.142 0.047
H -0.084 0.083 -0.355
H 0.258 0.049 -0.017
H -0.148 0.202 0.088
H -0.321 -0.121 0.024
H -0.079 0.217 -0.019
H 0.228 -0.062 0.160
H 0.289 -0.304 0.088
H -0.272 0.101 0.272
H 0.136 0.193 -0.151
H 0.328 -0.193 0.030
H 0.038 0.276 -0.120
H -0.266 -0.065 0.144
H 0.221 -0.159 -0.010
H -0.215 -0.243 -0.353
H -0.033 0.325 0.048
H 0.237 -0.041 -0.059
H -0.262 0.111 0.236
H -0.060 -0.156 -0.313
H -0.430 -0.091 0.019
H 0.188 -0.160 0.120
H 0.014 0.312 -0.117
H -0.303 0.046 0.137
H 0.278 0.216 -0.125
H -0.017 -0.365 -0.350
H -0.191 0.042 0.131
H -0.074 -0.192 -0.295
H 0.511 -0.084 0.304
C -0.352 0.465 0.466
C 0.118 -0.679 -0.467
C -0.614 -0.233 0.533
C 0.344 0.333 -0.145
C -0.073 0.322 0.385
C 0.513 0.164 -0.541
Se -0.570 -0.842 -0.310
H -0.089 -0.046 -0.285
H 0.426 0.364 -0.409
H 0.110 0.325 -0.085
H -0.121 -0.167 0.063
H -0.251 -0.038 0.334
H 0.052 -0.288 -0.139
C -0.331 -0.426 0.216
N 0.795 0.257 -0.552
C -0.534 -0.093 0.928
N -0.234 -0.152 -0.465
O 0.280 0.517 0.173
H 0.371 -0.034 0.167
H 0.170 -0.191 -0.292
H -0.146 0.321 -0.041
H -0.403 0.083 -0.253
H -0.054 -0.344 0.168
H 0.108 0.196 -0.408

2S+1 ... 1
Kohn-Sham gap (spin up / spin down) ... 4.3 / 5.2 eV
HOMO energy (spin up / spin down) ... -0.620 / -0.620 Ha
Energy above the lowest of the compared OMol25 structures with the same formula, charge and spin ... 44.1 kcal/mol
LUMO energy (spin up / spin down) ... -12.606 / -11.642 eV
Net charge ... +3